Computed, not measured: 2 unconnected molecules or ions with the total composition C5H12NS2 in a non-equilibrium geometry, with ωB97M-V with the def2-TZVPD basis set.

Last column: Mulliken charge in e.
Geometry (Å):
C -1.38 1.10 -1.29  -0.33
C -0.99 0.36 2.68  -0.81
C 0.88 -0.85 0.76  0.70
C 0.05 -1.88 0.04  -1.27
C 0.86 1.31 -1.79  -1.09
N -0.19 0.80 -0.94  0.00
S 0.60 0.31 1.96  0.11
S 2.57 -1.07 0.40  -0.07
H -2.23 0.69 -0.79  0.30
H -1.58 1.96 -2.07  0.16
H -0.83 0.25 3.77  0.40
H -1.51 -0.50 2.40  0.28
H 0.48 -2.88 -0.26  0.40
H -0.20 -1.43 -0.93  0.38
H -0.92 -2.15 0.51  0.30
H 1.70 1.62 -1.32  0.36
H 1.16 0.53 -2.54  0.30
H 0.45 2.11 -2.43  0.36
H -1.48 1.35 2.58  0.32
H 2.57 -1.66 -0.74  0.20

Summary:
**Spin multiplicity**: 1
**Calculated total energy**: -1048.485552 Ha
**HOMO energy**: -13.355 eV
**Total charge**: +1
**Kohn-Sham gap**: 8.256 eV



Computed, not measured: 2 unconnected molecules or ions with the total composition C5H12NSe in a non-equilibrium geometry, with ωB97M-V with the def2-TZVPD basis set.

Last column: Mulliken charge in e.
Geometry (Å):
C 1.86 0.37 0.51  0.33
C 2.59 0.92 1.46  -0.88
C 0.06 0.46 -1.19  0.01
C -0.50 1.64 -2.01  -1.11
C -2.22 -2.50 0.83  -0.85
N 0.40 0.67 0.30  -0.07
Se 0.17 -1.25 -1.66  0.14
H -1.87 -1.59 0.37  -0.10
H 2.23 -0.38 -0.22  0.21
H 2.25 1.55 2.34  0.21
H 3.58 0.83 1.57  0.31
H -0.32 1.47 -3.02  0.36
H 0.04 2.55 -1.67  0.34
H -1.61 1.74 -1.85  0.31
H -2.54 -2.41 1.85  0.32
H -1.41 -3.20 0.80  0.31
H -2.93 -2.60 0.06  0.32
H -0.13 0.03 0.84  0.39
H 0.35 1.71 0.70  0.44

Summary:
**Spin multiplicity**: 1
**Calculated total energy**: -2653.515923 Ha
**HOMO energy**: -13.392 eV
**Total charge**: +1
**Kohn-Sham gap**: 8.000 eV



Computed, not measured: 2 unconnected molecules or ions with the total composition C5H12O in a non-equilibrium geometry, with ωB97M-V with the def2-TZVPD basis set.

Last column: Mulliken charge in e.
Geometry (Å):
C 2.38 -0.61 0.37  -0.85
C 2.11 0.54 -0.53  0.16
C 1.18 1.47 -0.19  -1.20
H 3.37 -0.45 0.75  0.33
H 1.57 -0.70 1.06  0.31
H 2.32 -1.41 -0.37  0.25
H 2.93 0.69 -1.29  0.35
H 0.23 1.57 -0.60  0.38
H 1.15 2.14 0.71  0.35
C -2.23 -0.03 0.54  -0.18
O -1.03 0.40 1.20  -0.58
C -2.11 -0.93 -0.69  -0.80
H -2.86 -0.58 1.29  0.27
H -2.70 0.88 0.17  0.26
H -0.14 0.61 0.84  0.27
H -2.11 -2.11 -0.49  0.21
H -2.91 -0.89 -1.51  0.32
H -1.14 -0.58 -1.28  0.17

Summary:
**Spin multiplicity**: 1
**Calculated total energy**: -272.740702 Ha
**SMILES string**: C=CC.CCO
**HOMO energy**: -7.836 eV
**Kohn-Sham gap**: 7.550 eV



Computed, not measured: 2 unconnected molecules or ions with the total composition C5H12O in a non-equilibrium geometry, with ωB97M-V with the def2-TZVPD basis set.

Last column: Mulliken charge in e.
Geometry (Å):
C -1.22 0.40 0.25  -1.44
C -0.05 0.37 -0.42  1.05
C -0.09 0.53 -1.97  -1.47
C 1.36 0.34 1.68  -1.36
C 1.33 0.32 0.13  -0.15
H -2.14 0.49 -0.32  0.36
H -1.30 0.30 1.34  0.33
H 0.67 1.20 -2.41  0.32
H -1.09 0.86 -2.31  0.37
H 0.08 -0.49 -2.35  0.30
H 0.64 1.05 2.11  0.33
H 2.37 0.61 2.01  0.38
H 1.13 -0.67 2.06  0.33
H 1.78 1.33 0.04  0.28
H 1.98 -0.39 -0.40  0.35
O -1.70 -2.46 0.19  -0.70
H -1.18 -1.66 0.44  0.38
H -2.58 -2.11 -0.07  0.33

Summary:
**Spin multiplicity**: 1
**Calculated total energy**: -272.905748 Ha
**SMILES string**: C=C(C)CC.O
**HOMO energy**: -9.588 eV
**Kohn-Sham gap**: 10.493 eV



Computed, not measured: 3 unconnected molecules or ions with the total composition C5H12O, with ωB97M-V with the def2-TZVPD basis set.

Last column: Mulliken charge in e.
Geometry (Å):
C -1.31 1.02 -1.89  -0.93
C 0.50 1.20 1.09  -0.69
C 0.68 -0.01 1.62  -0.06
C -0.40 -1.04 1.75  -0.96
C 1.33 -1.12 -1.04  -0.17
O 0.38 -1.84 -1.19  -0.42
H -1.73 1.11 -2.89  0.31
H -0.42 1.65 -1.80  0.22
H -2.06 1.34 -1.16  0.25
H 1.29 1.94 1.05  0.27
H -0.46 1.49 0.68  0.19
H 1.66 -0.27 2.02  0.39
H -1.26 -0.78 1.13  0.26
H -0.06 -2.04 1.46  0.27
H -0.73 -1.09 2.80  0.34
H 2.21 -1.43 -0.44  0.31
H 1.40 -0.11 -1.49  0.24
H -1.05 -0.03 -1.70  0.17

Summary:
**Spin multiplicity**: 1
**Calculated total energy**: -272.879842 Ha
**SMILES string**: C=CC.C=O.C
**HOMO energy**: -9.832 eV
**Kohn-Sham gap**: 10.752 eV



Computed, not measured: C5H12O in the gas phase in a non-equilibrium geometry, with ωB97M-V with the def2-TZVPD basis set.

Last column: Mulliken charge in e.
Geometry (Å):
C -1.11 0.85 -1.49  -1.11
C -0.58 -0.35 -0.69  0.38
C -1.84 -0.87 0.43  -1.43
C 0.61 -0.03 0.18  -0.85
C 1.92 0.25 -0.54  -0.46
O 2.91 0.36 0.46  -0.50
H -0.75 1.86 -1.27  0.32
H -1.88 0.51 -0.78  0.31
H -1.41 0.72 -2.54  0.27
H -0.46 -1.21 -1.34  0.38
H -1.92 -0.26 1.35  0.32
H -1.56 -1.88 0.73  0.42
H -2.90 -0.95 0.06  0.39
H 0.37 0.85 0.80  0.27
H 0.75 -0.88 0.85  0.36
H 1.84 1.18 -1.13  0.29
H 2.14 -0.57 -1.24  0.32
H 3.75 0.56 0.03  0.30

Summary:
**Spin multiplicity**: 1
**Calculated total energy**: -272.848720 Ha
**SMILES string**: CC(C)CCO
**HOMO energy**: -9.379 eV
**Kohn-Sham gap**: 10.360 eV



Computed, not measured: 2 unconnected molecules or ions with the total composition C5H12O in a non-equilibrium geometry, with ωB97M-V with the def2-TZVPD basis set.

Last column: Mulliken charge in e.
Geometry (Å):
C -2.77 -0.21 -0.70  -1.01
C -1.52 -0.77 -1.33  0.14
C -1.46 -1.43 -2.47  -0.75
H -3.24 -0.96 -0.06  0.26
H -2.53 0.68 -0.12  0.29
H -3.49 0.15 -1.44  0.32
H -0.63 -0.65 -0.72  0.24
H -0.53 -1.82 -2.87  0.26
H -2.36 -1.63 -3.05  0.25
C 2.21 1.00 0.95  -0.24
O 1.14 1.93 1.31  -0.53
C 2.15 -0.16 1.90  -1.03
H 2.05 0.74 -0.09  0.24
H 3.16 1.55 0.99  0.38
H 1.53 2.81 1.24  0.30
H 2.35 0.23 2.90  0.30
H 1.11 -0.51 1.91  0.27
H 2.84 -0.95 1.64  0.32

Summary:
**Spin multiplicity**: 1
**Calculated total energy**: -272.896227 Ha
**SMILES string**: C=CC.CCO
**HOMO energy**: -9.606 eV
**Kohn-Sham gap**: 10.531 eV



Computed, not measured: a molecular structure, C5H12O, with ωB97M-V with the def2-TZVPD basis set.

Last column: Mulliken charge in e.
Geometry (Å):
C 1.95 -0.32 -0.90  -1.56
C 0.85 -0.76 0.03  -0.19
C -0.50 -0.37 -0.27  0.58
C -1.65 -0.98 0.46  -1.27
C -0.47 1.59 0.97  -1.34
O -0.85 0.18 -1.42  -0.47
H 1.90 -0.77 -1.91  0.34
H 2.92 -0.60 -0.49  0.36
H 1.97 0.77 -1.01  0.40
H 0.43 0.31 0.74  0.18
H 0.94 -1.70 0.56  0.44
H -1.41 -1.09 1.52  0.31
H -1.82 -1.98 0.02  0.42
H -2.55 -0.38 0.34  0.37
H -0.44 1.57 2.07  0.35
H -1.48 1.88 0.67  0.35
H 0.22 2.38 0.63  0.33
H -0.04 0.40 -1.93  0.39

Summary:
**Spin multiplicity**: 1
**Calculated total energy**: -272.774711 Ha
**HOMO energy**: -6.724 eV
**Kohn-Sham gap**: 7.502 eV